# 1
128
Properties=species:S:1:pos:R:3:forces:R:3:mulliken_charge:R:1 method="wB97M-V/def2-TZVPD" gap_ev=8.7 spin_multiplicity=1 smiles="COC[C@H](C)N.COC[C@H](C)N.COC[C@H](C)N.COC[C@H](C)N.COC[C@H](C)N.COC[C@H](C)N.NC(N)=O.CCO.CCO" e_above_lowest_kj_mol=214.9
C 2.034 -4.259 3.326 0.0 -1.5 0.1 -1.074
C 2.237 -5.669 2.644 0.2 1.1 -0.9 0.401
C 2.274 -5.525 1.092 -2.0 -0.2 1.2 -0.281
O 0.890 -5.212 0.659 2.2 0.0 -0.5 -0.230
C 0.792 -5.276 -0.790 -0.7 0.7 1.4 -0.637
N 3.456 -6.302 3.150 0.0 0.7 0.6 -0.659
H 1.194 -3.700 2.914 0.0 -0.2 -0.2 0.002
H 2.917 -3.620 3.306 0.2 -0.1 -0.2 0.359
H 1.805 -4.500 4.364 0.0 0.3 0.2 0.390
H 1.372 -6.266 2.931 0.0 -0.2 -0.2 0.239
H 2.587 -6.466 0.640 0.0 -0.1 -0.1 0.361
H 3.013 -4.757 0.863 -0.2 0.3 -0.4 -0.064
H 0.510 -6.290 -1.070 0.5 0.0 -0.4 0.333
H 1.681 -4.845 -1.252 0.1 -0.5 -0.2 0.282
H -0.031 -4.606 -1.038 -0.1 -0.1 -0.2 0.071
H 4.183 -5.610 3.268 0.1 0.0 0.0 0.244
H 3.852 -7.081 2.645 -0.4 0.0 -0.3 0.244
C 2.607 0.331 2.518 -1.3 -0.8 1.9 -1.276
C 3.441 0.111 1.332 -0.4 -1.9 0.6 0.440
C 3.221 -1.284 0.665 1.0 -0.2 0.5 0.194
O 4.049 -1.323 -0.498 0.3 -1.4 0.3 -0.367
C 3.860 -2.548 -1.230 0.5 0.7 -0.3 -0.562
N 3.020 1.032 0.367 0.4 1.5 -2.0 -0.593
H 1.565 0.134 2.265 -0.3 0.4 0.0 -0.081
H 2.732 1.322 2.955 -0.1 0.1 -0.4 0.398
H 2.807 -0.363 3.334 0.3 -0.2 0.1 0.471
H 4.449 0.268 1.714 0.5 -0.2 -0.9 0.405
H 2.212 -1.495 0.310 -0.5 0.6 0.3 -0.378
H 3.447 -2.107 1.344 0.4 -0.2 0.2 0.508
H 4.737 -2.715 -1.855 -0.1 0.6 -0.4 0.359
H 2.953 -2.445 -1.826 0.0 -0.3 -0.1 0.103
H 3.856 -3.485 -0.672 -0.4 0.3 0.8 0.087
H 3.434 0.622 -0.458 0.5 0.8 -0.8 -0.085
H 2.067 0.784 0.142 -0.4 0.5 0.3 0.083
C 2.446 2.811 -5.319 0.0 -0.2 1.5 -1.571
C 2.159 1.739 -4.204 2.7 -0.1 -0.6 0.797
C 3.395 1.485 -3.227 -0.3 0.4 -0.6 0.561
O 4.566 1.041 -3.899 0.2 -0.5 0.0 -0.465
C 5.628 0.637 -3.038 0.4 -0.1 0.0 -0.749
N 1.033 2.040 -3.399 -1.1 0.8 0.5 -0.341
H 2.315 3.817 -4.922 -0.3 0.0 0.2 0.353
H 1.733 2.687 -6.133 0.3 0.0 -0.2 0.394
H 3.498 2.788 -5.604 -0.2 -0.5 -0.5 0.313
H 1.907 0.829 -4.748 0.8 -0.5 -0.1 -0.174
H 3.112 0.797 -2.431 -0.3 -0.5 -0.2 -0.780
H 3.694 2.387 -2.692 -0.5 0.6 0.0 0.472
H 5.801 -0.439 -3.011 -0.7 -0.3 -0.1 0.203
H 5.554 0.945 -1.995 -0.5 0.3 0.0 0.298
H 6.597 1.001 -3.378 -0.2 0.5 -0.4 0.362
H 1.008 1.422 -2.600 -0.1 -0.2 0.3 -0.088
H 0.245 1.762 -3.967 -0.6 0.3 0.2 0.289
C -1.768 4.081 1.164 -0.7 0.3 0.2 -1.302
C -0.978 4.790 0.077 0.6 0.2 0.8 0.179
C -0.451 6.184 0.688 -0.6 0.2 -0.8 -0.799
O -1.559 7.110 0.860 0.0 -0.8 0.1 -0.310
C -1.235 8.465 1.128 1.0 -0.2 0.1 -0.798
N 0.028 3.788 -0.329 0.6 1.5 0.2 -0.739
H -2.627 4.675 1.475 -0.2 -0.2 -0.1 0.527
H -1.177 3.932 2.068 0.4 0.3 0.0 0.426
H -2.038 3.063 0.881 -0.4 0.2 -0.4 -0.240
H -1.470 4.935 -0.884 -0.8 0.6 0.5 0.371
H 0.299 6.685 0.075 0.0 -0.2 -0.6 0.497
H 0.077 6.013 1.626 -0.3 -0.3 0.4 0.376
H -0.620 8.613 2.016 0.1 -0.4 0.4 0.324
H -2.115 9.086 1.294 -0.2 -0.5 -0.4 0.254
H -0.613 8.886 0.338 -0.2 0.1 -0.5 0.317
H 0.486 4.173 -1.142 0.4 -0.4 -0.4 0.297
H 0.737 3.778 0.391 0.5 -0.4 0.2 0.182
C -1.160 0.431 3.811 0.9 1.0 -0.2 -1.274
C -2.636 0.354 3.532 0.9 -0.3 1.2 0.697
C -3.402 1.695 3.713 0.8 -0.8 -1.1 -0.525
O -3.009 2.430 4.841 -0.7 0.1 1.2 -0.365
C -3.814 3.632 5.009 0.3 -0.9 -1.3 -0.590
N -2.778 -0.241 2.180 -0.7 0.7 0.6 -0.538
H -0.892 0.773 4.811 -0.3 0.0 0.1 0.541
H -0.733 1.146 3.108 0.4 0.1 0.0 0.141
H -0.645 -0.516 3.647 -0.2 -0.2 -0.1 0.261
H -2.946 -0.395 4.261 -0.9 0.2 0.2 0.416
H -4.442 1.386 3.608 -0.6 0.5 0.7 0.384
H -3.192 2.320 2.845 0.1 0.1 -0.5 0.036
H -3.774 4.084 4.018 -0.3 0.7 0.1 0.197
H -3.449 4.332 5.760 0.5 -0.5 0.0 0.263
H -4.853 3.391 5.233 -0.1 -0.2 0.1 0.295
H -3.096 -1.178 2.379 0.0 -0.3 -0.1 -0.329
H -3.615 0.157 1.777 -0.2 0.3 -0.5 0.218
C -3.636 -1.805 -1.356 -0.3 2.0 0.8 -1.192
C -3.791 -0.598 -2.348 0.7 -1.0 0.0 0.166
C -3.056 0.693 -1.970 -1.2 -0.5 0.0 0.677
O -3.463 1.753 -2.842 0.2 -0.3 -0.2 -0.496
C -2.838 2.968 -2.484 -0.2 0.4 0.5 -0.585
N -3.280 -1.154 -3.547 0.1 -0.9 -1.9 -0.709
H -4.130 -1.520 -0.427 -0.2 -0.3 0.3 0.378
H -2.584 -1.926 -1.097 0.1 -0.2 -0.2 -0.019
H -4.074 -2.734 -1.719 0.1 0.3 -0.2 0.442
H -4.849 -0.356 -2.453 -0.2 0.1 0.0 0.366
H -1.977 0.576 -2.071 0.1 -0.1 0.4 -0.309
H -3.416 0.848 -0.953 0.5 0.8 0.5 0.116
H -2.796 3.744 -3.248 -0.1 -0.7 -0.8 0.447
H -1.823 2.799 -2.125 0.1 0.0 0.1 0.067
H -3.436 3.481 -1.730 0.1 -0.2 0.7 0.291
H -2.936 -0.520 -4.254 -0.1 0.3 0.2 0.351
H -2.560 -1.836 -3.357 0.1 0.2 -0.2 0.139
C -2.281 -4.453 3.000 -1.0 0.4 -0.5 -1.066
C -3.291 -3.530 2.229 1.5 -3.4 -1.1 0.326
O -4.084 -2.780 3.017 -0.9 2.7 2.4 -0.563
H -1.359 -3.931 3.255 -0.1 -0.1 0.2 0.138
H -2.048 -5.345 2.418 0.2 0.2 -0.2 0.304
H -2.798 -4.823 3.886 0.2 0.0 0.3 0.409
H -4.050 -4.139 1.740 0.8 -0.7 -1.1 0.408
H -2.688 -2.959 1.523 -0.5 0.4 -0.2 -0.244
H -4.377 -3.340 3.740 -0.2 0.2 0.2 0.325
C 0.400 -1.778 -5.221 1.1 0.7 -0.5 -1.587
C 0.851 -1.778 -3.751 0.3 -0.5 -2.3 0.888
O -0.341 -1.943 -3.078 -0.8 0.0 1.5 -0.598
H -0.078 -0.830 -5.466 -0.6 0.0 0.4 0.301
H -0.265 -2.609 -5.459 0.0 0.1 0.2 0.335
H 1.204 -1.758 -5.957 0.4 -0.5 0.1 0.451
H 1.374 -0.864 -3.470 -0.1 0.1 -0.1 -0.388
H 1.529 -2.605 -3.540 0.2 -0.2 -0.1 0.116
H -0.231 -1.351 -2.331 -0.3 0.2 0.7 -0.041
C -0.017 -0.046 -0.199 -0.2 -0.4 -1.2 0.553
O 0.696 -0.083 -1.197 0.9 -0.5 -1.2 0.736
N -0.466 -1.072 0.470 0.1 -4.3 0.7 1.020
N -0.513 1.017 0.307 -1.4 4.4 1.7 1.194
H -1.137 -0.926 1.211 -0.2 -0.2 -0.1 -0.339
H -0.266 -1.996 0.115 0.0 0.1 0.3 -0.193
H -1.152 0.908 1.081 0.0 0.2 -0.2 -0.462
H -0.423 1.939 -0.095 0.4 0.3 -0.3 -1.108


# 2
22
Properties=species:S:1:pos:R:3:forces:R:3:nbo_charge:R:1 method="wB97M-V/def2-TZVPD" gap_ev="6.3 / 6.3" spin_multiplicity=1 e_above_lowest_kj_mol=824.7
C 0.177 -2.515 0.087 1.7 -0.4 0.8 -0.472
C -0.280 -3.643 0.342 -0.5 -0.6 0.1 -0.086
C 3.338 -0.445 0.064 -4.7 0.9 -0.2 -0.179
C 2.790 0.802 -0.281 2.5 1.5 -0.2 -0.214
C 2.467 -1.505 0.281 0.9 2.0 -1.3 -0.200
C 1.468 0.945 -0.540 -1.1 0.3 0.0 -0.240
C 1.134 -1.483 -0.047 -1.8 1.6 -0.5 0.051
C 0.650 -0.206 -0.423 0.4 1.8 0.4 0.075
C -3.404 -0.479 0.076 0.9 1.4 0.2 -0.181
C -2.770 0.717 0.508 0.7 -1.9 -1.5 -0.226
C -2.615 -1.379 -0.625 -2.1 -0.9 0.3 0.026
C -1.429 0.939 0.238 -3.1 -3.0 0.3 0.045
N -1.291 -1.230 -0.748 -1.4 0.6 -0.7 -0.111
N -0.762 -0.099 -0.295 0.7 -0.2 -1.4 -0.092
H 4.316 -0.409 0.231 4.0 -0.7 0.9 0.209
H 3.467 1.766 -0.315 -1.3 -2.2 -0.1 0.214
H 2.755 -2.386 0.658 1.6 -3.1 1.3 0.221
H 1.198 1.991 -0.817 -0.7 -1.2 0.2 0.226
H -4.494 -0.409 0.259 0.8 -1.1 -0.6 0.239
H -3.485 1.375 0.860 -0.4 2.0 1.0 0.227
H -3.127 -2.267 -1.098 1.3 0.9 0.5 0.239
H -0.985 1.826 0.434 1.8 2.3 0.6 0.229


# 3
21
Properties=species:S:1:pos:R:3:forces:R:3:nbo_charge:R:1 method="wB97M-V/def2-TZVPD" gap_ev=9.3 spin_multiplicity=1 smiles="C=C[C@@H]1CO1.C=CSC" e_above_lowest_kj_mol=316.6
C -0.793 -1.876 -1.476 0.2 0.1 0.0 -0.345
C 0.312 1.772 1.468 0.0 -0.8 2.2 -0.213
C 0.056 -2.726 -0.864 1.7 1.9 -1.7 -0.444
C 0.296 2.480 0.381 -0.7 2.1 -3.3 -0.403
C -1.312 0.233 2.712 1.1 0.4 -0.1 -0.108
C -0.349 0.469 1.630 0.2 1.1 0.6 0.011
C 1.266 -0.058 -2.605 0.5 0.2 1.0 -0.771
O 0.036 -0.256 2.799 -0.3 -0.4 -0.6 -0.484
S -0.501 -0.496 -2.613 -0.6 -0.4 -0.4 0.212
H -1.905 -1.924 -1.339 1.2 0.0 0.1 0.225
H 0.777 2.089 2.423 -0.2 0.3 -0.7 0.214
H -0.239 -3.398 -0.107 -0.5 -0.8 0.5 0.213
H 1.182 -2.693 -1.091 -1.8 0.1 0.5 0.201
H -0.192 2.181 -0.647 0.9 0.2 2.3 0.204
H 0.635 3.547 0.387 0.0 -1.2 0.0 0.206
H -1.565 1.005 3.436 -0.1 -0.2 -0.2 0.190
H -1.988 -0.541 2.451 -1.0 -0.5 0.4 0.185
H -0.539 0.007 0.690 0.1 -1.1 -0.5 0.194
H 1.881 -0.964 -2.815 -0.3 0.9 0.2 0.228
H 1.581 0.825 -3.253 -1.0 -1.4 0.4 0.253
H 1.362 0.322 -1.565 0.8 -0.5 -0.6 0.231


# 4
15
Properties=species:S:1:pos:R:3:forces:R:3:nbo_charge:R:1 method="wB97M-V/def2-TZVPD" gap_ev=11.2 spin_multiplicity=1 smiles="O=C(O)CCCO" e_above_lowest_kj_mol=89.4
O 1.172 2.396 1.651 -0.4 -0.2 0.6 -0.556
C 1.207 1.375 1.034 1.1 0.1 -1.2 0.804
O 2.295 1.108 0.201 -0.2 -0.6 0.7 -0.732
C 0.216 0.252 0.931 -0.4 0.3 0.1 -0.510
C 0.048 -0.298 -0.487 -0.1 0.7 -0.1 -0.428
C -1.215 -1.119 -0.654 -0.2 -0.4 -0.1 -0.060
O -1.973 -0.532 -1.722 -0.2 -0.6 0.1 -0.722
H 3.096 1.420 0.647 -0.2 0.4 -0.3 0.494
H 0.552 -0.517 1.625 0.1 -0.2 0.0 0.232
H -0.748 0.592 1.303 0.0 0.2 0.1 0.229
H 0.953 -0.782 -0.816 0.2 -0.4 0.0 0.225
H -0.089 0.534 -1.182 0.1 0.1 0.1 0.234
H -1.811 -1.105 0.265 0.0 0.1 0.0 0.155
H -1.009 -2.177 -0.874 0.1 0.2 0.0 0.165
H -2.695 -1.147 -1.923 0.2 0.4 0.0 0.468


# 5
13
Properties=species:S:1:pos:R:3:forces:R:3:nbo_charge:R:1 method="wB97M-V/def2-TZVPD" gap_ev=10.4 spin_multiplicity=1 smiles="CC(=O)c1ncco1" e_above_lowest_kj_mol=212.1
C 1.331 -1.685 0.675 -1.9 4.2 3.1 -0.697
C 0.696 -1.055 -0.589 -0.1 -2.5 3.2 0.526
C -0.179 0.071 -0.318 -0.3 1.5 -1.3 0.369
C -1.421 1.631 0.418 -1.0 -2.5 5.4 -0.125
C -1.166 1.915 -0.776 2.0 -0.7 -5.8 0.078
H 1.743 -2.588 0.585 1.3 -3.7 -1.3 0.219
H 2.230 -1.021 0.864 -1.1 -0.4 0.5 0.231
H 0.608 -1.806 1.709 1.9 1.0 -3.1 0.243
H -2.138 2.043 1.101 0.2 0.5 0.2 0.228
H -1.361 2.724 -1.383 -0.6 1.4 -1.2 0.209
N -0.754 0.434 0.759 -0.3 0.0 0.7 -0.411
O 0.807 -1.555 -1.655 0.4 -0.2 -1.9 -0.476
O -0.396 0.891 -1.390 -0.6 1.4 1.7 -0.395


# 6
14
Properties=species:S:1:pos:R:3:forces:R:3:nbo_charge:R:1 method="wB97M-V/def2-TZVPD" gap_ev="8.1 / 6.4" spin_multiplicity=1 total_charge=+1 e_above_lowest_kj_mol=437.9
C 1.056 -1.027 0.158 2.0 1.3 -0.5 -0.293
C 0.436 0.355 0.252 2.0 -0.1 -1.0 -0.132
C 1.338 1.353 0.099 -3.0 -1.7 0.8 0.519
C 3.690 1.129 -0.276 0.6 -0.1 0.0 0.496
C -1.927 -0.227 -0.597 -1.9 0.4 2.9 -0.606
C -1.003 0.464 0.465 -2.0 0.9 0.2 -0.435
N 2.571 1.417 0.064 1.8 -0.2 -0.7 -0.581
S 2.540 -1.573 -0.288 -1.1 1.2 0.5 0.564
H 0.458 -1.834 0.508 -1.0 -0.6 0.2 0.282
H -3.056 -0.089 -0.429 1.7 0.0 0.8 0.255
H -1.710 -1.230 -0.340 -0.3 -1.5 -0.6 0.194
H -1.959 -0.070 -1.606 1.3 0.8 -2.7 0.234
H -1.221 -0.229 1.305 0.1 1.2 0.3 0.244
H -1.211 1.560 0.687 -0.1 -1.6 -0.1 0.259